No. 1
110
Properties=species:S:1:pos:R:3:forces:R:3 method="wB97M-V/def2-TZVPD" gap_ha="0.344 / 0.098" s2=0.760 total_charge=+1 homo_energy_ev="-11.68 / -10.44" spin_multiplicity=2
O -1.90249 -2.65639 5.86164 0.94 -0.79 0.30
C -2.43967 -2.11321 4.95727 -2.34 1.71 0.67
O -1.88334 -1.31766 4.07923 4.28 0.73 -0.93
C -2.72480 -0.61729 3.18876 0.75 -1.78 -0.57
C -3.97015 -1.47972 3.24983 -1.39 2.58 1.71
C -3.91840 -1.96698 4.69549 -0.30 -2.56 -0.18
H -2.34387 -0.67265 2.16899 0.54 0.15 0.06
H -2.70889 0.42523 3.50657 -0.78 -0.03 0.09
H -4.05726 -2.28120 2.51625 0.02 0.46 -0.04
H -4.68576 -0.65784 3.22733 -1.24 -0.88 -0.85
H -4.23417 -3.00599 4.78964 -0.67 0.00 -0.06
H -4.44119 -1.43559 5.49073 0.20 0.39 -0.29
O -2.18803 -0.32331 -0.95099 -1.82 -0.42 -0.73
C -3.31165 -0.34802 -1.45710 1.23 0.47 -0.19
O -4.41818 -0.62600 -0.76943 -1.18 0.35 0.84
C -5.65673 -0.31847 -1.53552 1.13 -1.38 -1.74
C -5.12426 -0.45657 -2.95284 -0.96 1.16 -1.46
C -3.71250 0.00778 -2.90184 1.01 -0.23 1.20
H -6.11831 0.65997 -1.40247 0.60 -0.07 0.87
H -6.38164 -1.13247 -1.53287 0.04 0.13 1.43
H -5.67407 0.22791 -3.59882 -0.27 -0.22 -0.18
H -5.24404 -1.45477 -3.37396 0.15 -0.08 0.27
H -3.64008 1.09536 -2.89795 0.04 0.13 -0.35
H -3.06197 -0.43409 -3.65660 0.14 0.15 0.18
O -0.45471 4.86451 -3.95547 -0.33 -0.63 -1.19
C 0.33685 4.82754 -3.07205 -0.49 1.99 -0.14
O -0.09049 4.60257 -1.82376 0.20 -0.59 1.70
C 1.04353 4.52730 -0.95549 0.55 -0.55 0.62
C 2.11316 5.29574 -1.58036 1.78 1.74 -2.48
C 1.77505 5.31643 -3.09996 -0.39 -1.08 0.52
H 1.42627 3.50779 -0.90860 -0.68 -0.41 0.39
H 1.03145 4.99651 0.02828 -1.59 -0.70 0.27
H 3.08368 4.87659 -1.31485 0.08 0.22 -0.17
H 2.08237 6.34641 -1.29187 0.15 -0.05 0.34
H 2.26823 4.61291 -3.77071 0.59 0.10 0.19
H 1.77634 6.30696 -3.55489 0.09 -0.16 0.04
O 2.39115 -1.13679 2.96167 3.03 -3.90 -0.25
C 3.03932 -2.22198 2.86840 0.90 2.43 -0.10
O 4.40655 -2.40688 3.15538 -1.06 3.35 0.61
C 4.99280 -3.70560 3.05025 -2.46 0.07 -1.09
C 3.78345 -4.50822 2.43213 2.55 0.06 0.74
C 2.61245 -3.52421 2.36322 0.03 -3.03 0.30
H 5.18171 -4.04603 4.06835 0.50 0.06 -0.26
H 5.84601 -3.67996 2.37241 0.13 0.21 0.46
H 3.76276 -5.31592 3.16377 -1.13 -0.43 -0.67
H 3.98849 -4.84563 1.41615 0.30 -0.44 0.38
H 1.96004 -4.01869 3.08290 -1.29 0.68 -0.68
H 2.43142 -3.65143 1.29591 -1.52 1.03 0.35
O 0.08189 -6.68099 0.98949 1.35 -1.86 0.95
C -0.69592 -5.80784 0.85094 -1.77 -3.06 -0.77
O -0.34954 -4.58911 0.88471 3.04 3.17 0.82
C -1.20533 -3.76589 0.22250 -2.44 2.33 0.13
C -2.31843 -4.62688 -0.32255 -1.52 0.09 -1.02
C -2.11562 -5.94870 0.35390 -0.05 -1.01 -0.15
H -0.73535 -3.05372 -0.45576 0.35 -0.61 -0.02
H -1.73837 -3.14520 0.94272 0.48 0.47 0.36
H -2.37478 -4.74169 -1.40502 0.31 0.13 -0.07
H -3.26906 -4.19057 -0.01589 -0.04 0.04 -0.25
H -2.09468 -6.81396 -0.30866 -0.12 0.13 -0.13
H -2.88175 -6.18762 1.09151 0.37 0.18 0.37
O -4.49085 2.58351 -0.32425 -0.16 -0.28 -0.94
C -3.70205 3.19442 0.32059 -0.06 0.94 1.40
O -3.83142 4.55165 0.55712 -0.08 -1.19 -0.11
C -2.89895 4.91474 1.57026 0.93 0.41 0.46
C -2.48669 3.66460 2.33121 -0.18 -0.88 -0.19
C -2.59116 2.65470 1.20730 0.17 -0.34 -0.63
H -3.27890 5.73165 2.18378 -0.19 -0.13 -0.23
H -1.96966 5.21680 1.08727 -0.06 0.56 -0.21
H -3.13294 3.29641 3.12802 -0.03 0.69 0.29
H -1.44016 3.71880 2.63110 -0.24 0.23 0.49
H -2.82243 1.62545 1.48161 0.08 0.13 -0.04
H -1.63280 2.67350 0.68835 -0.10 -0.20 -0.48
C 1.84943 3.14523 2.91650 -0.06 -1.31 -0.87
O 1.40807 4.40014 2.52130 -0.09 1.49 0.16
H 2.05416 3.04516 3.98241 -0.14 -0.04 0.00
H 1.06701 2.47316 2.56402 0.04 -0.37 0.52
H 2.72172 2.87714 2.32040 0.40 -0.25 0.25
H 2.06633 5.01232 2.85823 -0.17 0.47 -0.09
C 0.50961 0.11458 0.26274 0.35 1.13 1.03
O 1.87185 0.48394 0.59898 -0.58 -0.19 -1.01
H 0.03129 1.03723 -0.06592 -0.06 -0.20 -0.51
H 0.40390 -0.68882 -0.46628 0.30 0.08 0.03
H -0.02152 -0.13324 1.18175 0.00 -0.40 -0.04
H 2.12452 -0.01265 1.38074 0.20 -0.30 0.48
C 5.38008 -0.33994 0.25949 0.59 -0.42 1.34
O 5.75131 -0.51045 -1.04408 0.17 -0.13 -2.47
H 4.33874 -0.62665 0.40608 -0.22 0.41 0.40
H 6.01210 -1.02714 0.82199 -0.17 0.17 0.46
H 5.65443 0.68790 0.49697 -0.53 0.08 0.98
H 5.38722 0.26549 -1.47647 0.29 -0.23 -0.70
N 3.45224 1.59961 -1.67852 0.72 -0.21 -1.35
C 3.38988 1.02025 -2.93076 -1.24 -1.10 1.71
C 4.36273 1.58103 -3.73908 -0.84 -0.46 -1.16
C 4.98227 2.58251 -3.01264 0.62 -0.26 -0.32
C 4.46529 2.45794 -1.74419 0.26 2.39 1.91
H 3.03765 1.31014 -0.80420 -0.65 -0.49 0.24
H 2.67494 0.21090 -2.94491 0.34 -0.21 -0.92
H 4.51872 1.25485 -4.75676 0.10 0.28 0.02
H 5.72601 3.28254 -3.36364 0.04 -0.19 0.22
H 4.68035 3.02634 -0.85140 0.33 0.09 -0.08
N 0.03815 -1.13902 -4.96627 0.28 -1.84 1.54
C -0.31534 -2.47981 -5.10536 -1.29 1.00 -1.59
C -0.72374 -3.03270 -3.88602 1.59 0.24 0.22
C -0.28915 -2.08595 -2.97181 -1.20 -0.63 2.16
C 0.12177 -0.96455 -3.59537 -0.07 2.67 -2.14
H 0.08331 -0.43968 -5.69358 0.28 -0.22 0.09
H -0.42680 -2.87362 -6.10480 0.08 -0.14 0.06
H -1.11176 -4.01600 -3.66477 0.06 0.08 -0.33
H -0.44352 -1.90725 -1.91794 -0.10 -1.00 0.08
H 0.19564 -0.00293 -3.10933 0.30 0.11 -0.28

No. 2
28
Properties=species:S:1:pos:R:3:forces:R:3 method="wB97M-V/def2-TZVPD" gap_ha=0.360 total_charge=+1 homo_energy_ev=-14.82 de_lowest_ev=6.5497
C 0.71439 1.08607 -0.84016 0.60 -1.92 -1.28
C -0.47516 0.60037 -1.57157 0.14 0.05 1.48
C -1.71652 0.55056 -0.59868 -1.68 0.84 -1.78
C -1.21719 -0.79953 -0.11390 0.08 0.41 3.12
C -0.03247 -0.78768 -1.02320 -0.82 -0.34 -2.20
C -2.01230 1.78349 0.29111 2.57 -2.57 -0.54
C -2.31500 -1.79364 -0.27753 -0.14 -0.77 0.45
C 1.91124 0.10952 2.01343 0.84 -0.89 -3.20
C 2.10298 -0.58753 0.47579 0.23 2.14 3.09
N 1.13925 -0.11093 -0.45772 -1.74 1.40 -0.15
N 3.41867 -0.10637 0.03074 -0.01 -0.04 -1.68
O 3.36506 0.81231 -0.74475 0.18 1.50 -0.58
O 4.41753 -0.63443 0.37179 1.06 -1.23 1.35
H 1.21005 2.01933 -0.80122 0.46 0.83 0.67
H -0.70420 0.85288 -2.57131 0.30 0.36 -1.04
H -2.67954 0.33764 -1.27395 2.13 0.55 1.34
H -0.79980 -0.77136 0.95231 -1.09 -0.20 -1.05
H 0.02591 -1.61133 -1.73218 0.94 -0.12 0.28
H -2.79006 1.47648 0.90920 -1.11 -0.22 1.75
H -2.38650 2.52868 -0.30778 -0.65 2.02 -1.39
H -1.07886 2.09478 0.79543 -0.75 0.01 0.20
H -2.50455 -2.16807 -1.30113 -0.06 0.65 0.44
H -3.15387 -1.29830 0.20358 -0.61 -0.20 -0.54
H -2.15481 -2.64230 0.34698 0.29 -0.98 0.28
H 2.59747 -0.33943 2.74800 -0.49 -0.03 -0.44
H 2.20597 1.15624 1.80859 -0.70 -0.35 0.54
H 0.86350 -0.12703 2.12203 -0.17 0.59 0.96
H 2.04880 -1.63045 0.54610 0.19 -1.50 -0.07

No. 3
133
Properties=species:S:1:pos:R:3:forces:R:3 method="wB97M-V/def2-TZVPD" gap_ha=0.210 total_charge=-1 homo_energy_ev=-3.35 de_lowest_ev=6.2311
Sn 1.06407 -0.41318 -0.27386 -0.36 -0.08 -1.11
C -4.77174 -1.77806 4.39797 -0.10 -0.07 0.06
C -3.70498 -2.62332 4.66275 -0.16 -0.09 0.11
C -2.51421 -2.47463 3.97296 0.09 0.08 0.00
C -2.37047 -1.46780 3.02969 -0.11 0.19 -0.06
C -3.43817 -0.60333 2.78707 -0.01 -0.11 0.17
C -4.63664 -0.76763 3.45805 -0.14 0.07 -0.06
P -0.85168 -1.36416 2.00834 -0.57 -0.11 0.57
C -1.62051 -2.28977 0.59043 -0.49 0.19 -0.04
C -0.65673 -3.03841 -0.30148 0.21 -0.13 0.17
C -1.30118 -4.16003 -1.18540 -0.12 -0.32 -0.07
C -2.59640 -4.67686 -0.66379 -0.20 0.03 0.08
C -3.39593 -3.87381 0.04020 -0.15 -0.73 -0.29
C -2.92829 -2.63248 0.59707 0.59 0.61 0.13
C -0.63514 0.54767 2.40848 0.16 -0.98 -0.20
C -0.71853 0.64891 3.98535 0.42 -0.08 0.25
C -2.19760 2.66942 4.46562 -0.18 0.08 -0.15
C -2.22700 3.24879 3.26383 -0.20 0.23 0.58
C -1.80769 2.75644 1.97942 0.12 -0.31 -0.59
C -1.11477 1.67267 1.57957 -0.30 0.20 -0.77
Si -0.18211 1.86207 -0.08581 -0.13 0.80 0.18
C 1.36130 2.78086 0.56559 -0.09 -0.39 -0.19
C 2.05116 3.81855 -0.04903 -0.07 0.05 -0.11
C 3.24725 4.29228 0.45935 0.13 0.07 -0.02
C 3.80501 3.72253 1.59465 0.17 0.08 0.01
C 3.17039 2.65636 2.19897 0.01 -0.05 0.02
C 1.97615 2.18622 1.66383 0.17 0.10 0.24
P 1.17487 0.90168 2.60153 0.22 0.20 1.62
C 2.27809 -0.53596 2.78234 0.13 0.18 0.23
C 1.85846 -1.58459 3.59977 -0.05 0.21 0.10
C 2.64111 -2.71382 3.74023 0.10 -0.17 0.02
C 3.88116 -2.78006 3.12689 -0.05 -0.07 0.04
C 4.34419 -1.69867 2.39355 0.18 -0.03 -0.02
C 3.55081 -0.58123 2.21789 -0.17 -0.01 0.04
C 0.55742 1.44193 4.13300 0.33 -0.32 -0.53
C 1.07431 2.16334 5.20224 -0.18 -0.21 -0.14
C 0.54482 2.25953 6.46174 0.50 0.49 0.28
C -0.61663 1.59414 6.94771 -0.36 -0.19 0.09
C -1.64696 1.07637 6.25091 -0.16 -0.19 0.17
C -1.89457 1.24588 4.77912 -0.18 -0.05 0.09
C -1.00844 3.19512 -1.17710 0.18 -0.54 0.02
C -0.90040 4.57211 -1.05167 -0.04 0.32 0.16
C -1.37454 5.40970 -2.04906 0.04 0.13 0.02
C -1.93413 4.88102 -3.20174 -0.12 -0.04 -0.13
C -2.09376 3.51123 -3.32459 0.08 0.05 -0.09
C -1.64624 2.68286 -2.30575 -0.10 -0.12 -0.12
P -1.95140 0.90210 -2.13617 -0.25 0.29 -0.37
C -3.70372 0.77098 -2.67347 0.15 -0.12 0.21
C -4.16185 0.81660 -3.98466 0.00 0.01 0.08
C -5.50368 0.61786 -4.25523 -0.09 0.03 -0.20
C -6.39714 0.36535 -3.22590 -0.11 -0.03 0.02
C -5.94708 0.31283 -1.91761 -0.26 0.02 -0.01
C -4.60727 0.51295 -1.64794 0.09 0.02 0.00
C -1.10112 0.08868 -3.50705 0.13 0.29 -0.10
C -0.01749 0.50398 -4.17141 -0.86 0.14 0.36
C 0.69738 -0.41836 -5.02467 0.35 -0.49 -0.38
C 0.34437 -1.69515 -5.18150 -0.07 0.08 -0.29
C -0.89207 -2.28287 -4.57221 -0.20 -0.02 -0.23
C -1.55592 -1.32887 -3.57095 -0.04 -0.14 0.02
H -5.71030 -1.91016 4.92005 -0.02 0.01 0.04
H -3.80812 -3.40834 5.40130 0.00 -0.01 0.02
H -1.68580 -3.14634 4.16205 0.04 -0.03 0.01
H -3.32359 0.19216 2.06222 -0.01 0.07 -0.04
H -5.46657 -0.10474 3.24665 -0.02 0.03 0.03
H 0.15319 -3.44682 0.31596 -0.01 0.07 -0.06
H -0.58348 -4.97182 -1.32785 -0.02 0.03 0.05
H -2.92028 -5.66143 -0.97390 -0.10 -0.08 -0.04
H -4.39785 -4.17624 0.31702 -0.05 -0.13 -0.02
H -3.67280 -2.06186 1.13164 0.16 -0.09 0.07
H -0.63295 -0.37947 4.37083 -0.08 0.20 -0.08
H -2.48910 3.26158 5.32534 -0.02 0.10 -0.02
H -2.56373 4.28117 3.23156 0.00 0.02 0.06
H -2.02151 3.46403 1.18537 0.05 0.11 -0.08
H 1.65121 4.25061 -0.95532 0.00 0.12 -0.06
H 3.75575 5.11049 -0.03447 0.03 0.02 -0.04
H 4.74100 4.09499 1.98774 0.05 0.03 0.04
H 3.59643 2.16440 3.06679 0.08 0.11 0.02
H 0.91603 -1.52151 4.12151 0.09 -0.04 0.02
H 2.27812 -3.54730 4.32583 0.00 -0.03 0.08
H 4.48935 -3.66642 3.23630 0.08 -0.07 0.00
H 5.32583 -1.73870 1.94189 0.07 0.03 -0.06
H 3.88333 0.23916 1.60471 0.09 -0.02 -0.11
H 2.00125 2.69585 5.00442 0.05 0.02 0.07
H 1.10643 2.82555 7.19776 0.04 0.02 -0.04
H -0.65978 1.48963 8.03185 -0.06 -0.05 -0.04
H -2.40357 0.51209 6.78595 0.02 -0.02 0.09
H -2.79291 0.66785 4.53491 0.15 0.16 0.12
H -0.46739 5.00059 -0.15771 0.11 0.04 0.03
H -1.30410 6.48363 -1.93699 0.05 0.06 0.04
H -2.26624 5.53532 -3.99641 -0.04 0.06 -0.02
H -2.55212 3.09455 -4.21139 -0.07 -0.02 -0.01
H -3.46024 0.98451 -4.79005 0.07 0.00 -0.10
H -5.85950 0.65175 -5.27618 -0.01 0.00 -0.07
H -7.44251 0.19684 -3.44630 -0.05 0.00 -0.02
H -6.63975 0.10620 -1.11330 -0.03 -0.01 0.05
H -4.23729 0.45192 -0.63340 0.02 -0.03 0.12
H 0.36428 1.50663 -4.05494 0.03 0.16 0.07
H 1.58205 -0.04072 -5.51573 0.16 -0.05 -0.08
H 0.92464 -2.35336 -5.81735 0.13 0.07 -0.03
H -1.58486 -2.51232 -5.39629 0.04 0.07 0.11
H -2.63861 -1.33900 -3.76841 0.19 0.00 0.08
O 1.94443 -0.09756 -2.38072 0.15 0.18 1.02
N 3.11223 0.34385 -2.62030 0.16 -0.15 -0.96
N 3.79610 0.75669 -1.63604 -0.63 -0.21 0.26
O 3.38360 0.76935 -0.42095 -0.43 -0.28 0.28
C 5.11576 1.17644 -1.88481 1.10 0.33 -0.31
C 5.56135 1.42906 -3.17790 -0.13 -0.02 0.04
C 6.85677 1.86729 -3.37364 0.04 0.02 0.01
C 7.71323 2.04100 -2.29676 0.12 0.03 0.00
C 7.27492 1.75750 -1.01407 0.06 0.06 -0.16
C 5.97695 1.33317 -0.80403 -0.37 -0.14 0.03
H 4.88592 1.27487 -4.00312 -0.03 0.05 -0.09
H 7.20358 2.08377 -4.37388 -0.01 -0.01 -0.08
H 8.71948 2.39802 -2.46107 0.09 0.00 -0.01
H 7.94507 1.87085 -0.17508 0.03 0.02 0.09
H 5.60810 1.11001 0.18400 -0.05 0.05 0.07
C 3.03030 -4.28684 -3.38992 0.14 -0.10 -0.09
C 3.29073 -3.61917 -2.20657 0.17 -0.10 0.06
C 2.27447 -2.95394 -1.55085 0.15 0.05 0.26
C 0.99222 -2.86198 -2.07940 0.24 -0.07 -0.21
C -0.10162 -2.08911 -1.39373 0.34 0.68 0.27
C -1.40259 -1.99617 -2.21051 -0.43 0.16 -0.10
C -1.61902 -3.46206 -2.53864 -0.22 -0.03 -0.20
C -0.66286 -3.59214 -3.74472 0.06 -0.11 -0.14
C 0.73911 -3.58847 -3.23959 -0.06 -0.24 0.00
C 1.74023 -4.29343 -3.88426 0.09 -0.05 0.00
H 3.81567 -4.81800 -3.90798 0.09 -0.04 -0.04
H 4.28759 -3.61711 -1.78565 0.04 -0.04 0.04
H 2.49937 -2.49332 -0.59269 0.07 0.01 -0.04
H -2.17654 -1.59331 -1.54910 0.11 -0.20 -0.13
H -2.63905 -3.68623 -2.86943 0.02 0.09 0.07
H -0.85070 -4.48255 -4.35427 0.03 0.04 0.08
H 1.50303 -4.86134 -4.77606 -0.04 0.00 -0.07

Number 1: strongest force on any atom 4.94 eV/A. Number 2: strongest force on any atom 3.77 eV/A. Number 3: strongest force on any atom 1.65 eV/A.